# 1
{
  "formula": "C18H28BMgN7O2",
  "method": "ωB97M-V with the def2-TZVPD basis set",
  "e_lumo_ev": 0.4,
  "species": ["C", "H", "C", "H", "H", "N", "C", "H", "N", "H", "N", "H", "H", "C", "C", "H", "H", "C", "N", "H", "C", "N", "H", "C", "C", "H", "H", "H", "H", "H", "O", "B", "C", "H", "H", "C", "H", "N", "C", "C", "H", "N", "H", "H", "H", "C", "H", "Mg", "H", "O", "C", "C", "C", "H", "H", "H", "C"],
  "xyz": [[2.72, -1.01, -0.40], [-1.49, -1.13, 5.10], [1.65, 2.15, -3.34], [-4.01, -3.47, -0.30], [2.07, -4.66, 1.21], [1.49, -0.59, -0.15], [2.09, 3.30, -1.16], [3.55, 0.92, -0.86], [-0.35, 1.05, 1.54], [0.12, 3.59, 1.48], [-0.64, -0.21, 1.98], [-2.22, 0.97, -3.64], [1.01, -3.78, 2.32], [-0.95, -0.18, 3.29], [2.88, -2.33, 0.05], [-2.52, 2.08, -2.29], [1.48, 2.31, -4.41], [-2.78, 1.10, -2.72], [0.58, 1.32, -2.75], [-3.84, 1.14, -2.98], [-3.33, -1.12, -1.51], [0.84, -1.61, 0.47], [2.59, 1.61, -3.23], [-1.31, -1.40, 4.06], [-0.22, 3.33, 2.48], [0.50, 0.44, -3.25], [-1.03, 1.50, 4.71], [-0.95, -2.40, 1.58], [3.76, -2.94, 0.00], [-2.33, -3.85, 0.09], [1.12, 2.82, -0.45], [-0.60, -1.41, 1.01], [-3.10, -3.09, 0.17], [-2.21, -1.88, 3.67], [-1.13, 3.89, 2.72], [1.66, -2.67, 0.61], [-0.51, -2.14, 4.04], [-1.59, -1.13, -0.16], [-0.47, 1.86, 2.58], [-2.70, -1.82, -0.50], [0.55, 3.63, 3.19], [-1.48, -0.01, -0.93], [4.73, -0.38, -0.74], [-0.31, 1.79, -2.90], [0.80, 4.04, -2.73], [-0.86, 1.13, 3.71], [-3.31, -2.94, 1.23], [0.33, 1.10, -0.46], [3.70, -0.27, -2.16], [3.19, 3.61, -0.74], [1.75, 3.50, -2.63], [1.25, -3.94, 1.27], [-2.54, 0.00, -1.74], [2.54, 4.09, -3.10], [0.37, -4.38, 0.79], [-4.25, -1.39, -2.00], [3.72, -0.13, -1.08]]
}


# 2
{
  "formula": "C18H28BN6O4SeY",
  "method": "ωB97M-V with the def2-TZVPD basis set",
  "e_lumo_ev": 0.3,
  "species": ["B", "N", "C", "C", "C", "H", "H", "H", "N", "C", "O", "H", "O", "C", "H", "H", "H", "H", "H", "N", "H", "C", "C", "H", "C", "C", "H", "C", "N", "Se", "H", "H", "H", "H", "C", "C", "C", "H", "H", "H", "H", "H", "O", "H", "Y", "H", "H", "N", "N", "O", "H", "H", "C", "H", "C", "C", "H", "C", "C"],
  "xyz": [[1.21, 1.49, 1.48], [2.02, 0.55, 0.55], [2.57, -3.36, -1.59], [3.35, 0.45, 0.43], [-1.54, 1.67, -3.01], [-2.06, -2.50, 0.90], [2.17, -0.64, -3.71], [-2.58, 3.37, -2.25], [0.32, 0.61, 2.45], [-1.53, -2.45, 3.03], [-2.55, -1.11, -1.10], [0.12, 3.77, -3.63], [-4.42, -1.35, 0.82], [0.13, 0.76, 3.77], [4.62, -0.81, -0.86], [-0.96, 5.28, -0.42], [-1.90, -4.05, 1.64], [2.33, -2.35, -4.12], [-0.43, -3.14, 1.30], [-0.23, 2.09, -0.58], [-0.96, -3.00, 5.07], [-0.93, -3.41, 4.06], [-1.54, 3.08, -2.43], [2.31, -4.11, -2.35], [-0.62, 4.27, -0.27], [3.64, -0.50, -0.53], [-1.99, 1.67, -4.00], [-0.91, 4.07, -3.41], [0.35, 2.47, 0.60], [-3.79, -0.29, -0.24], [0.12, -3.61, 3.82], [0.52, 4.28, 1.66], [-0.90, -0.49, 5.27], [-2.59, -2.28, 3.28], [2.58, -1.59, -3.38], [-0.83, -1.12, 3.13], [0.12, 3.78, 0.79], [-0.88, 5.08, -3.01], [0.56, 1.61, 4.28], [0.96, -2.03, -2.06], [3.99, 1.06, 1.04], [3.67, -1.49, -3.36], [-4.68, 0.54, -1.31], [2.14, -3.69, -0.64], [-0.97, -0.10, -0.13], [-1.46, 4.09, -4.35], [-0.52, 1.29, -3.12], [-0.28, -0.56, 2.06], [1.42, -0.31, -0.31], [-2.77, 0.77, 0.60], [3.65, -3.36, -1.48], [1.95, 2.14, 2.16], [-0.59, -0.31, 4.25], [-2.15, 0.96, -2.44], [-1.47, -3.05, 1.63], [2.06, -1.99, -2.00], [-1.47, -4.35, 4.07], [2.39, -0.95, -0.97], [-0.82, 3.16, -1.11]]
}


# 3
{
  "formula": "C18H28BrFO7S2",
  "method": "ωB97M-V with the def2-TZVPD basis set",
  "e_lumo_ev": 0.4,
  "species": ["C", "S", "H", "C", "H", "C", "O", "H", "H", "O", "H", "C", "C", "C", "H", "H", "H", "H", "H", "O", "H", "H", "C", "C", "H", "C", "S", "Br", "O", "H", "H", "C", "F", "O", "C", "C", "C", "H", "H", "H", "H", "C", "O", "H", "H", "H", "C", "C", "H", "H", "C", "H", "H", "H", "C", "H", "O"],
  "xyz": [[2.58, -0.80, 0.00], [-2.70, -3.03, -0.42], [4.38, -4.64, 3.15], [3.66, -4.39, 3.93], [1.16, -3.54, 4.86], [-3.10, 2.14, -1.73], [-2.54, 1.99, 0.65], [-3.03, 2.55, -5.05], [2.07, -2.09, 1.68], [2.84, -0.58, -1.13], [0.90, 1.46, 2.33], [-2.06, 2.46, -0.64], [-2.49, 2.86, -4.14], [-0.37, 0.41, -0.71], [-2.45, -0.21, -0.37], [1.66, -4.91, 5.90], [-0.50, -2.42, -1.13], [-3.73, 3.03, -1.86], [-2.02, 3.56, -0.55], [2.72, 2.09, -0.28], [-3.75, 1.35, -1.36], [-1.84, -0.60, -1.98], [1.08, 2.11, 1.46], [-1.48, 1.91, 1.49], [-2.96, 3.79, -3.78], [2.28, -2.13, 0.61], [2.15, -5.30, 3.59], [2.20, 3.46, -3.67], [0.76, 1.16, -3.37], [-3.06, -2.84, -1.69], [3.45, -3.32, 3.91], [-0.25, 2.43, 0.76], [-3.50, 0.76, -3.60], [-1.56, 1.49, 2.58], [-0.58, 1.98, -0.69], [-2.58, 1.73, -3.11], [-1.56, -0.53, -0.92], [4.06, -4.68, 4.90], [-0.86, -1.97, 0.56], [1.44, -2.58, 0.07], [-0.49, 3.56, -2.20], [0.93, 2.21, -2.87], [1.58, -4.73, 2.35], [1.50, 3.05, 1.85], [3.14, -2.80, 0.45], [-1.45, 3.08, -4.42], [-1.24, -1.96, -0.47], [1.20, -4.62, 4.96], [0.41, 0.15, -1.43], [-1.62, 1.21, -3.05], [0.20, 2.85, -1.72], [0.94, 3.47, -1.20], [0.03, 0.14, 0.28], [0.20, -5.04, 4.89], [2.16, 1.51, 0.59], [-0.38, 3.53, 0.78], [2.48, 0.22, 0.96]]
}


# 4
{
  "formula": "C18H28ClNO",
  "method": "ωB97M-V with the def2-TZVPD basis set",
  "e_lumo_ev": 0.7,
  "relative_energy_kcal_mol": 2.35,
  "smiles": "CC[C@@H](C)CN1CCC(CO)(Cc2ccccc2Cl)CC1",
  "species": ["H", "C", "C", "C", "H", "O", "H", "C", "C", "H", "C", "H", "C", "H", "H", "H", "C", "H", "H", "H", "H", "H", "H", "C", "H", "H", "H", "H", "H", "C", "H", "H", "Cl", "C", "H", "N", "C", "C", "C", "H", "C", "H", "C", "H", "C", "H", "C", "H", "H"],
  "xyz": [[-1.32, 1.66, -3.88], [4.17, 2.44, 2.38], [0.52, 0.66, 0.51], [-2.11, -1.57, 2.10], [-0.58, -2.81, -1.97], [-2.52, -2.90, 1.92], [2.97, 4.21, 2.10], [-0.10, -1.47, -3.56], [-1.73, 0.33, -2.26], [0.53, -2.19, -4.07], [3.34, 3.60, 2.92], [-2.38, -2.38, -0.40], [-2.13, -1.31, -0.36], [0.74, -1.24, 2.75], [-1.51, -1.48, 3.02], [4.98, 0.06, 1.30], [-1.13, 0.68, -3.46], [2.49, 3.24, 3.49], [0.18, 0.07, -5.03], [4.53, 1.82, 3.21], [-0.83, 0.58, 2.18], [-2.98, -0.91, 2.19], [-3.04, -3.17, 2.67], [3.41, 1.55, 1.39], [0.52, 0.41, -0.55], [0.41, -1.98, -0.18], [5.04, 1.25, -0.01], [-0.20, -2.97, 1.15], [3.95, 4.22, 3.57], [-0.71, -1.81, -2.37], [2.91, -0.04, 2.74], [0.73, 1.72, 0.61], [-2.82, 1.48, -1.55], [4.37, 0.66, 0.61], [3.81, -0.02, -0.02], [1.59, -0.10, 1.16], [-0.30, -0.21, -4.10], [2.37, 0.67, 2.11], [-1.25, -1.11, 0.90], [5.04, 2.85, 1.87], [-0.86, 0.36, 1.11], [-1.60, 1.03, 0.66], [0.03, -1.95, 0.84], [-3.06, -0.75, -0.22], [1.12, -1.36, 1.72], [1.98, -2.04, 1.76], [-1.52, -0.91, -1.67], [1.73, 1.28, 2.76], [2.88, 2.19, 0.67]]
}


# 5
{
  "formula": "C18H28GeN3OTc",
  "method": "ωB97M-V with the def2-TZVPD basis set",
  "charge": 1,
  "spin_multiplicity": 2,
  "e_lumo_ev": [-2.4, -2.8],
  "relative_energy_kcal_mol": 5.67,
  "s_squared": 0.76,
  "species": ["H", "H", "H", "Ge", "H", "N", "O", "C", "C", "H", "C", "C", "H", "H", "H", "H", "H", "H", "C", "C", "H", "H", "C", "C", "C", "H", "H", "H", "C", "H", "Tc", "C", "H", "H", "C", "H", "C", "N", "H", "H", "H", "C", "H", "C", "H", "C", "C", "H", "H", "C", "H", "N"],
  "xyz": [[-4.84, 0.53, 1.21], [-0.45, -0.23, 1.60], [3.98, -1.42, 2.55], [-0.12, -2.23, 0.24], [-3.37, 0.50, -2.85], [-5.57, 0.81, -1.35], [2.35, 0.03, 1.41], [-1.99, 0.14, -1.28], [-1.06, -2.86, -1.37], [2.03, -0.59, -1.49], [1.12, 3.08, 1.61], [3.42, -0.36, 0.91], [-0.44, -2.80, 2.70], [0.29, 2.95, -2.24], [-1.12, 0.06, -1.91], [4.48, -0.63, -0.94], [-1.07, -4.11, 1.69], [-0.60, -2.51, -2.29], [-2.78, 0.16, 0.89], [-0.19, 2.89, 1.19], [2.65, 3.33, -1.45], [-2.54, 0.05, 1.94], [-4.33, 0.55, -0.90], [2.49, 0.37, -1.23], [1.69, -2.97, 0.17], [-2.02, -2.64, 1.92], [1.36, 3.10, 2.66], [2.22, -2.72, -0.74], [0.53, 2.98, -1.19], [-6.35, 0.88, -0.73], [1.18, 1.33, 0.14], [3.80, 0.09, -0.47], [-5.76, 0.85, -2.34], [-1.01, -3.95, -1.36], [2.15, 3.26, 0.64], [-1.46, 2.50, -0.53], [-0.45, 2.73, -0.21], [-1.75, 0.01, 0.04], [1.59, -4.05, 0.21], [3.17, 3.43, 0.96], [2.27, -2.66, 1.03], [-4.06, 0.42, 0.47], [2.70, 0.88, -2.17], [1.85, 3.21, -0.73], [-2.11, -2.59, -1.37], [-0.37, -0.25, 0.51], [-1.00, -3.03, 1.79], [4.37, 1.01, -0.33], [5.11, -1.47, 1.23], [-3.24, 0.40, -1.78], [-0.98, 2.72, 1.90], [4.23, -1.16, 1.61]]
}


# 6
{
  "formula": "C18H28N",
  "method": "ωB97M-V with the def2-TZVPD basis set",
  "charge": 1,
  "e_lumo_ev": -4.1,
  "relative_energy_kcal_mol": 0.00,
  "smiles": "C=CCc1ccc[n+](CC[C@H](C)CCC=C(C)C)c1",
  "species": ["C", "C", "C", "C", "C", "C", "H", "H", "C", "H", "H", "C", "H", "H", "H", "C", "H", "H", "C", "H", "H", "H", "C", "H", "N", "H", "H", "H", "C", "C", "H", "H", "H", "H", "H", "H", "H", "H", "C", "H", "H", "C", "C", "H", "C", "C", "H"],
  "xyz": [[4.48, -2.26, 0.72], [-2.92, 1.04, 0.16], [0.40, 2.25, 0.73], [-4.51, -0.91, -0.20], [-0.54, 1.11, 1.24], [3.91, -0.04, -0.07], [-1.02, -0.96, 1.00], [-0.64, -0.22, -0.53], [4.59, -0.77, 1.05], [5.30, -0.72, -1.53], [-0.19, 3.17, 0.75], [2.80, 0.70, 0.13], [3.07, -3.71, 0.11], [2.09, 1.68, -2.90], [-3.29, -0.72, 1.47], [-5.17, -0.34, -1.43], [-5.67, -1.15, -1.95], [1.12, 3.10, -1.09], [3.32, -2.92, 0.81], [1.22, 2.41, 1.43], [-4.46, 0.18, -2.07], [5.35, -2.82, 0.37], [2.63, 1.20, -2.10], [-3.73, 1.76, -0.02], [2.15, 1.32, -0.86], [5.65, -0.51, 1.11], [-2.40, 0.96, -0.80], [-5.42, -2.35, 1.16], [-0.36, -0.24, 0.52], [-4.88, -2.33, 0.21], [-2.10, 2.65, 1.39], [2.61, -2.69, 1.60], [2.42, 0.78, 1.14], [-5.95, 0.36, -1.12], [4.07, -0.63, 1.99], [0.12, 1.70, -1.33], [-5.54, -2.79, -0.53], [4.08, 0.44, -3.41], [0.91, 2.11, -0.70], [0.64, -0.66, 0.65], [-2.43, 1.14, 2.22], [3.75, 0.50, -2.38], [4.41, -0.14, -1.36], [-4.00, -2.96, 0.31], [-3.60, -0.26, 0.53], [-2.03, 1.57, 1.30], [-0.26, 0.93, 2.28]]
}


# 7
{
  "formula": "C18H28N2O4S",
  "method": "ωB97M-V with the def2-TZVPD basis set",
  "e_lumo_ev": 0.1,
  "relative_energy_kcal_mol": 412.19,
  "species": ["C", "H", "C", "O", "C", "H", "H", "O", "C", "H", "C", "H", "N", "C", "H", "H", "H", "H", "C", "H", "H", "C", "H", "H", "C", "C", "S", "H", "H", "C", "H", "H", "H", "C", "H", "N", "O", "H", "C", "C", "H", "O", "C", "C", "C", "H", "H", "H", "H", "H", "H", "C", "H"],
  "xyz": [[-1.19, -1.85, -1.14], [-4.72, -2.11, -0.99], [-2.21, 1.42, 0.20], [1.29, -2.65, 0.25], [1.55, -1.56, -0.08], [2.26, 0.30, 1.97], [-2.69, -3.05, -2.17], [-4.56, 0.91, -0.81], [-2.67, -2.42, -1.25], [1.76, 4.89, 0.84], [2.98, -0.83, 0.27], [4.03, -2.20, -1.28], [-3.49, -0.92, 0.15], [3.09, -0.31, 1.64], [-1.00, -1.23, -2.26], [-1.86, 1.90, 2.15], [3.92, -2.87, 0.62], [0.40, 3.13, 1.67], [-2.83, -1.59, 1.46], [2.84, -1.18, 2.30], [-3.87, -0.97, -1.71], [2.21, 4.16, 0.34], [5.04, -1.84, 0.22], [-3.21, -2.43, 1.43], [-3.78, -1.64, -0.95], [-1.42, 1.92, 1.15], [-3.78, 0.82, 0.26], [-2.66, -3.30, -0.40], [4.24, 0.51, -0.59], [-1.74, 1.82, -1.39], [-0.17, 2.65, -2.51], [3.17, 4.72, -0.35], [4.08, -0.14, 1.96], [0.28, 2.92, -0.46], [0.57, 0.42, 0.56], [-0.77, -1.00, -0.27], [1.52, 3.70, -0.79], [-2.87, -1.08, 2.26], [-0.60, 2.51, -1.59], [3.98, -1.99, 0.17], [2.59, 3.43, 0.86], [-4.02, 1.12, 1.75], [0.43, -0.52, -0.11], [3.22, 0.20, -0.86], [-0.17, 2.54, 0.72], [-0.45, -2.61, -1.57], [3.17, -0.05, -1.75], [2.56, 0.93, -0.57], [-2.40, 1.66, -2.06], [-0.91, -2.93, 1.08], [0.65, -0.09, -1.38], [-1.28, -1.80, 1.12], [-0.53, -1.43, 1.88]]
}


# 8
{
  "formula": "C18H28N2O6S2",
  "method": "ωB97M-V with the def2-TZVPD basis set",
  "e_lumo_ev": 0.2,
  "relative_energy_kcal_mol": 0.00,
  "smiles": "CCOC(=O)[C@H]1CCCN(S(=O)(=O)c2ccc(S(=O)(=O)N(CC)CC)cc2)C1",
  "species": ["C", "O", "O", "H", "C", "C", "C", "H", "H", "C", "S", "C", "O", "H", "H", "S", "H", "H", "C", "H", "C", "C", "N", "C", "H", "H", "H", "H", "H", "H", "C", "C", "O", "H", "H", "H", "O", "H", "H", "H", "C", "H", "C", "C", "H", "H", "H", "O", "H", "C", "C", "C", "H", "H", "N", "H"],
  "xyz": [[0.32, -2.15, 0.67], [1.12, 1.41, 0.09], [-2.60, -1.30, -3.29], [0.33, 0.87, -2.17], [-0.41, -1.20, 1.36], [-1.65, -0.64, -0.60], [0.49, 1.14, -3.21], [-2.42, -0.09, -1.12], [0.21, 2.18, -3.36], [0.33, 2.90, 3.77], [-1.33, -1.92, -3.02], [-1.28, 3.37, -0.37], [0.90, 3.54, 0.73], [2.45, 3.00, 4.09], [-0.38, 3.11, 2.96], [-0.12, -0.97, 3.11], [-1.31, 2.29, -0.27], [3.16, 2.21, 1.90], [1.31, 2.29, 0.89], [1.55, 1.03, -3.43], [-1.39, -0.44, 0.75], [2.11, 2.11, 2.18], [0.49, 0.58, 3.11], [0.17, 3.84, -0.46], [1.06, -2.72, 1.19], [0.95, -2.82, -3.79], [2.02, -0.04, 1.90], [0.57, -3.11, -1.25], [2.01, -0.57, -5.58], [-1.94, 0.27, 1.34], [1.11, -1.76, -4.00], [0.05, -2.35, -0.68], [-1.18, -3.33, -3.23], [-1.77, 3.82, 0.49], [-1.41, 0.46, -3.99], [0.80, 1.25, 5.08], [0.87, -1.92, 3.55], [-0.88, 1.24, 4.50], [-1.81, 3.66, -1.27], [1.08, -1.96, -6.14], [-0.93, -1.60, -1.29], [2.67, -2.19, -5.42], [0.16, 1.46, 4.22], [-0.35, 0.27, -4.14], [0.22, 4.93, -0.55], [1.86, 4.14, 2.88], [2.55, 0.46, 3.53], [-1.38, -0.93, 3.79], [0.67, 3.37, -1.31], [1.86, 0.68, 2.70], [1.76, -1.60, -5.38], [1.75, 3.13, 3.26], [-0.11, 0.50, -5.18], [0.11, 3.58, 4.60], [-0.20, -1.16, -3.95], [1.77, -1.34, -3.23]]
}


# 9
{
  "formula": "C18H28N3OS",
  "method": "ωB97M-V with the def2-TZVPD basis set",
  "charge": 1,
  "e_lumo_ev": -3.9,
  "species": ["H", "H", "H", "N", "S", "H", "C", "C", "C", "C", "C", "C", "H", "H", "C", "H", "H", "C", "H", "O", "H", "H", "H", "H", "H", "C", "H", "C", "H", "H", "H", "H", "C", "H", "H", "C", "H", "C", "H", "H", "H", "C", "C", "N", "H", "H", "C", "N", "C", "C", "H"],
  "xyz": [[-2.64, 2.67, -0.99], [-0.47, -3.70, -0.14], [-2.23, 1.50, 0.28], [0.90, -0.71, 2.52], [2.21, -2.89, -0.52], [-2.15, 1.04, -1.44], [1.19, 2.01, 0.63], [-1.70, -2.04, 0.57], [-3.66, -1.41, -0.82], [-3.54, -0.97, -3.19], [-0.56, 2.28, -0.89], [-0.41, -2.88, 0.55], [-1.58, -1.20, -4.05], [-0.25, 4.09, 1.87], [3.22, -1.57, -0.06], [1.38, 2.22, 1.67], [-0.50, -1.85, -1.97], [-4.28, -1.05, -2.02], [-5.34, -0.83, -2.02], [0.02, 2.02, -1.91], [4.21, 0.93, -0.50], [2.69, 3.18, -0.35], [-0.92, 2.48, 1.96], [-1.45, -1.10, 1.06], [-0.30, -3.33, 1.54], [-1.99, 1.84, -0.72], [0.62, -1.19, -0.37], [-0.74, 3.32, 1.28], [4.45, -0.01, 1.78], [2.95, 0.68, 2.31], [-4.26, -1.45, 0.07], [1.96, -2.36, 2.08], [-2.29, -1.70, -0.78], [-2.45, -2.52, 1.19], [4.13, -1.31, -0.59], [-2.18, -1.26, -3.16], [0.81, 0.99, 0.50], [3.47, 0.32, 1.43], [-1.68, 3.72, 0.93], [0.03, -0.31, 2.23], [0.82, -1.18, 3.40], [1.55, -1.50, 1.53], [-1.56, -1.63, -1.96], [0.14, 2.95, 0.15], [4.39, 2.09, 0.78], [2.24, 1.72, -1.18], [3.69, 1.36, 0.36], [2.78, -0.89, 0.93], [0.81, -2.01, 0.32], [2.46, 2.13, -0.19], [-4.00, -0.68, -4.12]]
}